No. 1
18
Properties=species:S:1:pos:R:3 method="wB97M-V/def2-TZVPD" relative_energy_ev=5.4949 lumo_energy_ev=0.71 charge=0 energy_ev=-11947.8237
C 1.55 -1.30 -2.80
C 0.51 1.55 1.65
C 0.91 -1.53 -1.64
C -0.58 1.01 1.17
C 0.13 -0.44 -0.96
C -1.92 1.36 1.17
N -0.19 -0.70 0.36
O -0.21 0.57 -1.47
O 0.31 -1.74 1.09
H 2.17 -2.02 -3.24
H 1.36 -0.25 -3.15
H 1.59 1.23 1.53
H 0.58 2.58 2.13
H 1.00 -2.46 -1.08
H -2.16 1.95 2.17
H -2.55 0.45 1.22
H -2.12 2.01 0.29
H -0.36 -2.28 1.54

No. 2
18
Properties=species:S:1:pos:R:3 method="wB97M-V/def2-TZVPD" relative_energy_ev=3.5689 smiles="C#C[C@@H]1C[C@@H]1N.O=CO" lumo_energy_ev=0.65 charge=0 energy_ev=-11949.7497
C -2.97 -1.02 -1.43
C -1.87 -0.57 -1.67
C -0.54 -0.05 -1.88
C 0.66 -0.80 -1.32
C 0.26 0.49 -0.70
N -0.32 0.53 0.62
H -3.95 -1.33 -1.15
H -0.39 0.47 -2.83
H 1.56 -0.84 -1.93
H 0.44 -1.71 -0.75
H 0.88 1.36 -0.91
H -1.00 1.28 0.71
H -0.74 -0.41 0.89
O 3.15 0.27 2.70
C 2.02 0.62 2.44
O 0.92 -0.19 2.70
H 1.76 1.68 2.27
H 0.11 0.23 2.22

No. 3
18
Properties=species:S:1:pos:R:3 method="wB97M-V/def2-TZVPD" relative_energy_ev=2.7840 smiles="CC(=C=N)[C@@H](C)C(=O)O" lumo_energy_ev=0.10 charge=0 energy_ev=-11950.5347
C 2.19 -0.22 0.08
C 0.79 0.32 0.09
C 0.55 1.61 0.23
N 0.56 2.79 0.24
C -0.33 -0.49 -0.51
C -0.77 -1.76 0.21
C -1.62 0.50 -0.54
O -2.13 0.84 -1.59
O -2.22 0.76 0.65
H 2.69 -0.02 1.03
H 2.22 -1.30 -0.08
H 2.77 0.25 -0.72
H -0.30 3.21 -0.14
H -0.07 -0.75 -1.54
H -1.22 -1.56 1.19
H -1.52 -2.29 -0.39
H 0.07 -2.43 0.39
H -1.66 0.54 1.42

No. 4
18
Properties=species:S:1:pos:R:3 method="wB97M-V/def2-TZVPD" relative_energy_ev=3.0394 s_squared=2.013 lumo_energy_ev="0.60 / -2.99" charge=0 energy_ev=-11945.0255 spin_multiplicity=3
C 1.34 0.14 1.62
C 0.51 1.19 1.20
C 1.49 -0.75 0.62
C 0.10 0.97 -0.08
C 0.73 -0.35 -0.57
C -0.19 -1.48 -0.97
N -0.60 1.79 -1.04
O -1.02 2.82 -0.55
O -0.83 1.46 -2.19
H 1.71 0.14 2.63
H 0.20 2.08 1.81
H 1.93 -1.70 0.74
H -2.78 -0.54 1.20
H -2.52 -0.24 0.52
H 1.29 -0.32 -1.56
H -0.96 -1.14 -1.81
H -0.66 -1.82 -0.13
H 0.26 -2.26 -1.46

No. 5
19
Properties=species:S:1:pos:R:3 method="wB97M-V/def2-TZVPD" relative_energy_ev=6.6227 lumo_energy_ev=-0.72 charge=0 energy_ev=-22781.7888
C 2.86 0.79 -1.89
C 2.09 2.28 -2.97
C 1.60 1.06 -2.19
C 0.43 -0.63 0.87
C -2.09 -0.62 0.51
C -0.77 0.05 0.25
N 3.30 2.05 -2.69
O -1.60 0.62 -2.26
O -0.37 -1.50 -1.93
S -0.54 -0.10 -1.60
H 3.47 0.08 -1.38
H 1.64 3.06 -3.55
H 0.51 -1.64 0.48
H 1.34 -0.09 0.63
H 0.33 -0.68 1.96
H -2.91 -0.04 0.07
H -2.28 -0.70 1.59
H -2.10 -1.62 0.08
H -0.79 1.12 0.45

No. 6
19
Properties=species:S:1:pos:R:3 method="wB97M-V/def2-TZVPD" relative_energy_ev=4.1747 lumo_energy_ev=0.67 charge=0 energy_ev=-13996.4335
H 3.56 -0.59 -0.24
N 2.65 -1.17 0.37
C 1.90 -0.17 0.47
O 2.88 0.92 -0.30
C 0.46 0.09 0.69
C -0.51 -1.08 0.37
C -0.54 -0.56 -1.09
C -0.30 0.82 -0.46
O -1.50 1.33 0.11
C -2.40 0.31 0.48
O -1.73 -0.80 1.03
H 2.38 1.74 -0.22
H 0.33 0.54 1.69
H -0.21 -2.11 0.60
H -1.43 -0.73 -1.71
H 0.35 -0.90 -1.63
H 0.18 1.63 -1.02
H -2.99 0.00 -0.39
H -3.07 0.72 1.25

No. 7
19
Properties=species:S:1:pos:R:3 method="wB97M-V/def2-TZVPD" relative_energy_ev=1.7706 smiles="NC(=O)C(=O)O.CC1=CC1" lumo_energy_ev=0.71 charge=0 energy_ev=-13998.8376
N -2.17 0.80 1.10
C -1.53 -0.36 1.16
O -2.00 -1.48 1.07
C 0.01 -0.22 1.47
O 0.50 0.84 1.78
O 0.53 -1.43 1.69
H -1.63 1.64 1.26
H -3.15 0.85 0.89
H -0.18 -2.08 1.50
C 2.33 -0.18 -0.73
C 0.91 -0.02 -1.07
C -0.28 -0.47 -1.38
C -0.04 0.98 -1.67
H 2.96 0.19 -1.54
H 2.54 0.41 0.16
H 2.56 -1.23 -0.52
H -0.99 -1.26 -1.45
H -0.47 1.74 -1.03
H 0.09 1.30 -2.70

No. 8
19
Properties=species:S:1:pos:R:3 method="wB97M-V/def2-TZVPD" relative_energy_ev=4.7489 lumo_energy_ev=0.43 charge=0 energy_ev=-13995.8593
C 1.92 1.81 1.23
C -1.30 0.59 0.39
C -0.01 -1.52 -1.41
C -0.86 -1.65 -0.17
N 0.82 -0.47 -1.48
C -1.61 1.78 0.25
C -1.52 -2.76 0.14
O -0.96 -0.58 0.77
O 0.93 1.66 0.26
O -0.10 -2.38 -2.27
H 1.40 -0.42 -2.30
H 0.89 0.30 -0.79
H 2.58 0.93 1.22
H 2.57 2.68 1.02
H 1.52 1.91 2.25
H -2.49 2.35 0.04
H -0.18 2.21 0.34
H -1.40 -3.62 -0.49
H -2.19 -2.80 0.98

No. 9
20
Properties=species:S:1:pos:R:3 method="wB97M-V/def2-TZVPD" relative_energy_ev=3.1248 smiles="CN1C=CC=CC1.O=S(=O)=O" lumo_energy_ev=0.19 charge=0 energy_ev=-24832.6775
C -0.51 1.86 -0.92
N -0.20 0.48 -0.34
C -1.16 0.05 0.56
C -1.11 -1.19 1.03
C -0.28 -2.19 0.39
C 0.33 -1.84 -0.73
C 0.23 -0.53 -1.33
H -1.48 1.70 -1.52
H -0.91 2.63 -0.13
H 0.27 2.25 -1.60
H -1.81 0.92 0.91
H -1.97 -1.44 1.76
H -0.27 -3.24 0.71
H 0.97 -2.46 -1.34
H 1.11 -0.24 -1.76
H -0.46 -0.67 -2.11
O 2.28 -0.36 1.42
S 1.79 0.99 1.59
O 0.84 1.29 2.61
O 2.35 1.99 0.81

No. 10
20
Properties=species:S:1:pos:R:3 method="wB97M-V/def2-TZVPD" relative_energy_ev=2.4821 smiles="CC(C)=N[C@H]1OC(=O)O[C@H]1O" lumo_energy_ev=0.38 charge=0 energy_ev=-16046.4076
C -0.45 0.10 2.19
C 0.42 0.53 1.03
C 0.52 2.03 0.82
N 1.11 -0.25 0.29
C 0.45 -1.28 -0.45
O -0.92 -1.59 -0.22
C -1.64 -0.86 -1.14
O -2.60 -0.28 -0.90
O -0.99 -0.99 -2.32
C 0.43 -1.13 -2.01
O 1.03 0.00 -2.52
H -1.50 0.16 1.88
H -0.25 -0.94 2.45
H -0.31 0.78 3.03
H 1.43 2.34 1.35
H -0.30 2.57 1.29
H 0.68 2.29 -0.23
H 1.00 -2.20 -0.23
H 0.90 -2.01 -2.44
H 1.01 0.71 -1.87

No. 11
18
Properties=species:S:1:pos:R:3 method="wB97M-V/def2-TZVPD" relative_energy_ev=2.6374 smiles=CC(C)(S)c1cnoc1 lumo_energy_ev=0.56 charge=0 energy_ev=-20737.0220
C 1.46 -1.25 0.01
C 0.70 0.03 -0.12
C 0.88 0.90 1.14
S 1.49 1.00 -1.44
C -0.74 -0.16 -0.40
C -1.46 -1.33 -0.53
N -2.79 -1.12 -0.63
O -3.03 0.29 -0.51
C -1.95 0.92 -0.31
H 0.99 -2.00 0.77
H 2.44 -1.03 0.14
H 1.45 -1.74 -1.06
H 1.86 1.05 1.52
H 0.22 0.50 1.97
H 0.47 1.97 0.90
H 1.28 2.37 -1.05
H -1.16 -2.38 -0.50
H -2.08 1.98 0.10

No. 12
18
Properties=species:S:1:pos:R:3 method="wB97M-V/def2-TZVPD" relative_energy_ev=5.8563 lumo_energy_ev="-1.00 / -0.73" charge=0 energy_ev=-20733.8031
C -0.51 1.60 -1.08
C 0.32 0.87 -1.64
C -1.41 1.35 0.02
C -0.78 0.05 0.64
C -0.19 -0.98 -0.34
C 0.78 -0.40 -1.38
N 2.71 1.19 1.15
O 4.07 -0.13 -0.64
S 2.82 0.07 0.09
H -1.45 2.14 0.78
H -2.42 1.18 -0.35
H 0.03 0.38 1.30
H -1.54 -0.44 1.25
H 0.33 -1.75 0.23
H -1.00 -1.47 -0.89
H 1.33 -1.05 -2.04
H 3.02 2.11 0.89
H 2.71 -1.02 1.00

No. 13
19
Properties=species:S:1:pos:R:3 method="wB97M-V/def2-TZVPD" relative_energy_ev=2.0614 lumo_energy_ev=-0.16 charge=0 energy_ev=-37267.0371
C -2.45 -1.19 1.22
C -1.69 -0.11 1.79
C -2.25 -1.74 -0.01
C -0.61 0.21 1.03
C -1.05 -1.32 -0.68
C 2.09 1.19 -1.55
N -0.20 -0.50 -0.08
P 1.42 -0.10 -0.74
P 2.10 2.54 -0.32
S -0.62 -1.80 -2.24
H -3.28 -1.68 1.81
H -1.94 0.55 2.64
H -3.02 -2.30 -0.52
H 0.08 1.03 1.26
H 1.78 1.56 -2.59
H 1.94 -0.07 0.46
H 1.76 -1.32 -1.07
H 3.05 3.24 -0.95
H 2.89 1.82 0.54

No. 14
17
Properties=species:S:1:pos:R:3 method="wB97M-V/def2-TZVPD" relative_energy_ev=2.9234 smiles=Cc1c[nH]c(S)c1C lumo_energy_ev=0.68 charge=0 energy_ev=-18690.2870
C 2.36 0.19 -0.09
C 0.86 -0.27 -0.08
C 0.47 -1.64 -0.02
N -0.91 -1.78 0.09
C -1.34 -0.55 -0.02
S -3.08 -0.01 -0.18
C -0.35 0.36 -0.12
C -0.53 1.86 0.05
H 2.95 -0.82 -0.28
H 2.92 0.70 0.65
H 2.39 0.73 -1.11
H 1.09 -2.46 0.20
H -1.46 -2.66 -0.55
H -3.76 -0.46 1.02
H -1.48 2.21 -0.38
H -0.57 2.19 1.30
H 0.44 2.42 -0.50